[1]
The following is a DFT calculation (ωB97M-V with the def2-TZVPD basis set) of a cluster of 10 separate species, C43H91F3N11O11 in total at a distorted geometry.

**E_tot**: -3422.57160 a.u.
**LUMO energy (spin up / spin down)**: 0.6 / 0.6 eV
**<S²>**: 0.754
**HOMO energy (spin up / spin down)**: -7.6 / -8.5 eV
**Orbital gap (spin up / spin down)**: 8.2 / 9.1 eV
**Molar mass**: 995.3 g mol⁻¹
**2S+1**: 2

CARTESIAN COORDINATES (ANGSTROEM)
C (3.66957, 2.78552, 0.07791)
C (3.67176, 2.55963, -1.41592)
O (3.76877, 1.42673, -1.86822)
N (3.57976, 3.65636, -2.25524)
C (2.67925, 4.75412, -1.91358)
C (1.17605, 4.42087, -2.06487)
C (0.38743, 4.87267, -0.83155)
C (-1.13526, 4.62121, -0.91857)
C (-1.73822, 3.58354, 0.06970)
C (-1.78315, 4.27122, 1.43272)
F (-0.55050, 4.57532, 1.91498)
F (-2.47296, 5.45160, 1.38032)
F (-2.40186, 3.53681, 2.38911)
C (-0.95497, 2.26388, 0.08057)
C (-1.42118, 1.23065, -0.95947)
C (-1.34783, 1.67196, -2.42730)
C (-0.49456, 0.01510, -0.84330)
N (-2.82896, 0.81074, -0.68533)
O (-2.97294, -0.32292, -0.11939)
C (-3.75242, 1.87745, -0.16173)
C (-5.06733, 1.77437, -0.96570)
C (-4.10056, 1.54132, 1.29164)
C (-3.21165, 3.29836, -0.36144)
H (2.68171, 2.51212, 0.45821)
H (3.93645, 3.79254, 0.38545)
H (4.36514, 2.06345, 0.50446)
H (3.43591, 3.32490, -3.20126)
H (2.91472, 5.59330, -2.57219)
H (2.87192, 5.10054, -0.89978)
H (0.76349, 4.86735, -2.96966)
H (1.10075, 3.33243, -2.12630)
H (0.84008, 4.40185, 0.04210)
H (0.55252, 5.94909, -0.71426)
H (-1.64009, 5.57813, -0.78285)
H (-1.36753, 4.31006, -1.93699)
H (-1.09682, 1.79074, 1.05884)
H (0.11782, 2.41443, -0.02963)
H (-1.68887, 0.82348, -3.02636)
H (-2.02763, 2.49217, -2.66480)
H (-0.33318, 1.89312, -2.74748)
H (0.50060, 0.35531, -1.15365)
H (-0.77817, -0.76857, -1.54207)
H (-0.40084, -0.33885, 0.18207)
H (-4.98706, 2.27349, -1.93309)
H (-5.87743, 2.23482, -0.39815)
H (-5.31374, 0.72251, -1.11178)
H (-4.79645, 0.70643, 1.34686)
H (-4.60231, 2.39370, 1.75903)
H (-3.22468, 1.31484, 1.89675)
H (-3.89466, 3.95355, 0.18183)
H (-3.30832, 3.59014, -1.40772)
C (-0.04792, -2.99779, -3.79564)
O (-0.34323, -1.96511, -3.21597)
N (-0.93058, -3.91245, -4.21741)
C (-0.53406, -5.13501, -4.90408)
C (-2.34279, -3.67183, -3.97545)
H (0.99807, -3.26667, -4.01862)
H (-0.98135, -5.18390, -5.89608)
H (-0.86183, -6.00202, -4.32830)
H (0.55148, -5.15994, -4.99838)
H (-2.65669, -2.74464, -4.45641)
H (-2.53356, -3.57545, -2.90583)
H (-2.91850, -4.50181, -4.37723)
C (7.21022, -1.32809, 2.11174)
O (6.18800, -1.77065, 2.59745)
N (7.31712, -0.85884, 0.85332)
C (8.56578, -0.34353, 0.33082)
C (6.14123, -0.87054, -0.00244)
H (8.15755, -1.27054, 2.67436)
H (8.43789, 0.69826, 0.03066)
H (8.86736, -0.93073, -0.54174)
H (9.35106, -0.39336, 1.08151)
H (5.34307, -0.27885, 0.44480)
H (5.77271, -1.88909, -0.12599)
H (6.39424, -0.45515, -0.97425)
C (-1.39682, -7.64007, -7.79968)
O (-1.60808, -6.80734, -6.92273)
N (-0.88909, -7.34052, -9.00587)
C (-0.64545, -8.36578, -10.00074)
C (-0.57455, -5.95621, -9.31345)
H (-1.60343, -8.70428, -7.65531)
H (0.41353, -8.39360, -10.26581)
H (-1.22851, -8.16646, -10.90276)
H (-0.92875, -9.33548, -9.59932)
H (0.16199, -5.56769, -8.60887)
H (-1.47048, -5.33857, -9.23903)
H (-0.17515, -5.89331, -10.32250)
C (0.26815, -10.70174, -6.15336)
O (-0.41474, -10.28730, -7.07594)
N (-0.02068, -10.49542, -4.86130)
C (0.81620, -10.99866, -3.79029)
C (-1.21874, -9.73283, -4.53453)
H (1.19288, -11.27874, -6.31332)
H (0.24759, -11.67600, -3.15077)
H (1.19124, -10.17352, -3.18255)
H (1.66312, -11.53942, -4.20726)
H (-2.10142, -10.23076, -4.93675)
H (-1.16603, -8.73442, -4.97174)
H (-1.30849, -9.65332, -3.45438)
C (-6.07044, -2.67684, 2.52595)
O (-6.53404, -1.56480, 2.34961)
N (-4.79763, -2.93419, 2.86771)
C (-4.30936, -4.28183, 3.06484)
C (-3.87670, -1.81914, 3.04410)
H (-6.68115, -3.59098, 2.41695)
H (-3.93529, -4.40617, 4.08328)
H (-3.49657, -4.49648, 2.36832)
H (-5.11478, -4.99500, 2.89599)
H (-4.25576, -1.15684, 3.82398)
H (-3.81274, -1.25208, 2.11497)
H (-2.89452, -2.18535, 3.32149)
C (-5.43403, 2.82065, 6.17920)
O (-4.52017, 2.01617, 6.15045)
N (-5.37541, 4.05688, 5.66382)
C (-6.49453, 4.97765, 5.73448)
C (-4.15181, 4.49187, 5.00873)
H (-6.40631, 2.59178, 6.64778)
H (-6.81680, 5.26126, 4.73132)
H (-6.21073, 5.88137, 6.27647)
H (-7.32787, 4.50454, 6.24983)
H (-3.92086, 3.83727, 4.17183)
H (-3.31932, 4.45454, 5.71313)
H (-4.28489, 5.50944, 4.65070)
C (-2.03874, -1.54501, 5.86389)
O (-1.33994, -2.00284, 4.97723)
N (-1.82044, -1.74037, 7.17816)
C (-2.67996, -1.16125, 8.19072)
C (-0.68590, -2.55263, 7.58100)
H (-2.91393, -0.91510, 5.66059)
H (-2.10674, -0.49846, 8.84258)
H (-3.13323, -1.94663, 8.80027)
H (-3.46668, -0.58238, 7.71276)
H (0.24274, -2.11795, 7.21021)
H (-0.77344, -3.55808, 7.16770)
H (-0.65186, -2.60884, 8.66629)
C (12.04590, 1.73897, 1.61267)
O (11.02453, 1.29364, 2.09916)
N (12.15818, 2.20920, 0.35516)
C (13.40713, 2.72793, -0.16439)
C (10.98299, 2.19273, -0.50035)
H (12.99051, 1.79714, 2.17935)
H (13.29191, 3.77174, -0.46310)
H (13.72953, 2.14848, -1.03179)
H (14.17742, 2.66732, 0.60130)
H (10.18758, 2.78510, -0.04666)
H (10.62659, 1.17001, -0.61421)
H (11.23397, 2.60286, -1.47487)
C (-3.90869, 9.57443, 4.22550)
O (-4.88097, 8.86400, 4.39384)
N (-2.64935, 9.11737, 4.09289)
C (-1.51776, 9.99936, 3.89903)
C (-2.44037, 7.68097, 4.15030)
H (-3.98109, 10.67378, 4.16965)
H (-1.01924, 9.77792, 2.95318)
H (-0.79754, 9.88027, 4.71098)
H (-1.85639, 11.03323, 3.88169)
H (-3.00856, 7.19250, 3.35842)
H (-2.79378, 7.29796, 5.10809)
H (-1.38388, 7.45460, 4.03241)

=====

[2]
The following is a DFT calculation (ωB97M-V with the def2-TZVPD basis set) of a cluster of 6 separate species, C43H92N in total at a distorted geometry.

**E_tot**: -1747.72144 a.u.
**LUMO energy**: -4.8 eV
**Net charge**: +1
**HOMO energy**: -12.0 eV
**Orbital gap**: 7.2 eV
**Molar mass**: 623.2 g mol⁻¹

CARTESIAN COORDINATES (ANGSTROEM)
C (-5.67836, -2.21328, 2.98323)
C (-5.94516, -3.84326, 3.21671)
C (-6.56609, -4.57804, 1.85384)
C (-5.59093, -5.82394, 1.31707)
C (-5.44957, -5.71263, -0.31253)
C (-4.06288, -6.32882, -0.93458)
C (-2.69800, -5.84925, -0.13148)
C (-1.77384, -6.92322, 0.70708)
N (-0.55507, -6.39017, 1.45868)
C (-0.15616, -4.89979, 1.48469)
C (-1.00942, -3.74910, 0.64666)
C (-2.36402, -4.21304, -0.21779)
C (-3.25562, -3.12529, -1.06018)
C (-2.25470, -2.14387, -1.95516)
H (-6.69592, -1.76303, 2.61814)
H (-5.31042, -1.71368, 4.00145)
H (-4.80842, -2.04983, 2.18445)
H (-6.65782, -4.02211, 4.15642)
H (-4.89836, -4.28752, 3.53372)
H (-6.67410, -3.71907, 1.05406)
H (-7.58228, -5.07680, 2.16128)
H (-4.59009, -5.71341, 1.91421)
H (-6.03092, -6.88783, 1.60269)
H (-5.60743, -4.62099, -0.70779)
H (-6.33696, -6.36592, -0.76984)
H (-4.10719, -7.50948, -1.10525)
H (-3.95409, -5.87612, -2.03361)
H (-2.09823, -8.06069, 0.68905)
H (0.05648, -7.02214, 2.02481)
H (0.77280, -4.56062, 2.11012)
H (-0.73954, -2.60999, 0.60164)
H (-4.03105, -3.58457, -1.80610)
H (-3.83775, -2.44850, -0.26969)
H (-1.22405, -2.69759, -2.10666)
H (-2.03414, -1.18298, -1.29251)
H (-2.76089, -1.84155, -2.97460)
C (-0.98104, -2.13837, 3.82286)
C (-0.89173, -0.65614, 3.49479)
C (0.45560, -0.25713, 2.88786)
C (1.66797, -0.47702, 3.80011)
C (1.60298, 0.24809, 5.14761)
C (1.55973, 1.76168, 5.00564)
H (-0.23777, -2.43396, 4.56849)
H (-1.96977, -2.37546, 4.22938)
H (-0.82940, -2.74465, 2.92406)
H (-1.09870, -0.06658, 4.39409)
H (-1.68366, -0.40845, 2.77816)
H (0.40897, 0.79572, 2.58748)
H (0.61161, -0.82603, 1.96170)
H (2.56824, -0.15216, 3.26389)
H (1.80075, -1.54804, 3.98384)
H (2.49349, -0.02158, 5.72848)
H (0.74161, -0.09474, 5.73024)
H (2.44244, 2.12744, 4.47252)
H (1.54377, 2.23052, 5.99543)
H (0.66750, 2.09298, 4.46944)
C (-8.49050, 4.34584, 3.97901)
C (-7.88606, 3.00365, 4.36086)
C (-6.39517, 3.09177, 4.69603)
C (-5.49755, 3.55277, 3.54184)
C (-5.57575, 2.69095, 2.27816)
C (-5.11884, 1.25859, 2.50739)
H (-8.02397, 4.75959, 3.08071)
H (-9.56020, 4.23278, 3.77403)
H (-8.37552, 5.06892, 4.79285)
H (-8.05797, 2.28008, 3.55710)
H (-8.41817, 2.61768, 5.23834)
H (-6.05634, 2.11371, 5.05587)
H (-6.25953, 3.78382, 5.53770)
H (-4.45959, 3.57141, 3.89657)
H (-5.74059, 4.58685, 3.27712)
H (-4.93401, 3.14242, 1.51168)
H (-6.59142, 2.69550, 1.86906)
H (-4.08507, 1.23289, 2.86495)
H (-5.16651, 0.69541, 1.56914)
H (-5.75105, 0.74302, 3.23392)
C (2.08926, -1.27305, -1.51416)
C (1.74506, 0.20783, -1.54825)
C (0.97393, 0.61472, -2.80629)
C (1.73016, 0.41109, -4.12426)
C (3.07159, 1.14403, -4.21974)
C (2.92830, 2.65626, -4.14503)
H (2.73863, -1.55749, -2.34675)
H (2.61629, -1.51617, -0.58562)
H (1.18173, -1.88359, -1.55908)
H (2.66002, 0.80118, -1.44864)
H (1.13074, 0.44413, -0.67141)
H (0.67623, 1.66523, -2.71295)
H (0.03851, 0.04142, -2.85180)
H (1.08493, 0.74039, -4.94814)
H (1.90153, -0.65757, -4.28882)
H (3.53910, 0.88574, -5.17779)
H (3.75815, 0.79737, -3.44036)
H (2.28811, 3.02633, -4.95149)
H (3.91003, 3.13113, -4.24729)
H (2.50501, 2.97643, -3.19022)
C (8.70822, 1.71745, 4.38733)
C (8.03267, 2.09019, 3.07687)
C (6.68733, 2.79277, 3.27516)
C (5.61657, 1.95458, 3.98319)
C (5.27984, 0.62562, 3.30037)
C (4.69846, 0.80507, 1.90654)
H (8.10578, 1.01336, 4.96795)
H (9.67498, 1.24214, 4.19108)
H (8.88573, 2.60754, 4.99940)
H (7.91224, 1.19561, 2.45689)
H (8.69715, 2.76095, 2.51953)
H (6.31193, 3.11767, 2.29823)
H (6.84722, 3.71144, 3.85503)
H (4.70245, 2.55595, 4.06245)
H (5.92955, 1.75109, 5.01232)
H (4.54459, 0.09604, 3.91851)
H (6.16297, -0.02004, 3.25380)
H (3.78301, 1.40332, 1.94131)
H (4.44888, -0.17078, 1.47621)
H (5.40650, 1.29164, 1.23180)
C (3.54123, 0.77065, -8.26614)
C (4.57107, 1.86500, -8.03283)
C (3.95372, 3.26402, -7.96587)
C (3.25250, 3.72509, -9.24888)
C (4.13519, 3.73413, -10.50049)
C (5.30696, 4.69770, -10.39342)
H (3.02529, 0.89675, -9.22201)
H (4.02945, -0.20940, -8.28056)
H (2.79286, 0.76523, -7.46720)
H (5.33945, 1.82001, -8.81175)
H (5.08478, 1.66519, -7.08507)
H (4.73661, 3.98233, -7.69754)
H (3.22609, 3.29338, -7.14403)
H (2.85800, 4.73539, -9.08396)
H (2.37998, 3.09189, -9.43922)
H (3.51753, 4.03125, -11.35685)
H (4.50229, 2.72665, -10.72225)
H (4.95532, 5.72021, -10.22614)
H (5.88691, 4.68703, -11.32256)
H (5.98283, 4.42484, -9.57972)